1.
Molecular formula: C5H10O
Method: DFT, ωB97M-V with the def2-TZVPD basis set

Geometry as ORCA input:
```
! RIJCOSX wB97M-V def2-TZVPD def2/J DEFGRID3
* xyz 0 1
C 1.492 -0.070 1.034
C 0.894 0.016 -0.347
C -0.016 -1.045 -0.944
C -0.567 0.288 -0.528
C -1.520 0.267 0.645
O -1.005 1.177 -1.522
H 2.545 -0.360 1.000
H 1.428 0.895 1.549
H 0.954 -0.801 1.645
H 1.585 0.313 -1.135
H 0.055 -1.173 -2.021
H -0.241 -1.944 -0.374
H -2.510 0.012 0.255
H -1.595 1.220 1.180
H -1.240 -0.517 1.354
H -0.259 1.722 -1.791
*
```

Calculated values
F_max in eV/Å: 0.8
Orbital gap in Ha: 0.3836
LUMO in eV: 1.01
Relative energy (zero: lowest compared OMol25 entry of this formula, charge and spin) in kcal/mol: 26.06
HOMO in eV: -9.43
Structure (SMILES): C[C@H]1C[C@]1(C)O


2.
Molecular formula: C16H29N3O6S
Method: DFT, ωB97M-V with the def2-TZVPD basis set

Geometry as ORCA input:
```
! RIJCOSX wB97M-V def2-TZVPD def2/J DEFGRID3
* xyz 0 1
C 2.664 2.779 0.467
O 3.700 3.200 1.323
C 4.600 2.198 1.731
C 4.079 1.275 2.849
N 3.236 0.208 2.366
C 3.709 -1.030 2.121
O 4.854 -1.368 2.338
C 2.655 -1.982 1.544
C 2.214 -1.455 0.167
C 0.901 -2.079 -0.306
N -0.125 -2.058 0.717
S -0.737 -0.542 1.057
O -1.694 -0.701 2.106
O 0.281 0.459 1.253
N -1.455 -0.234 -0.414
C -1.691 1.167 -0.705
C -2.042 1.321 -2.180
C -3.283 0.477 -2.513
C -3.037 -0.983 -2.096
C -2.635 -1.047 -0.628
O -3.562 0.512 -3.904
C -4.756 1.240 -4.104
C -5.473 1.089 -2.761
O -4.404 1.023 -1.844
C 0.279 -2.788 1.906
C 1.502 -2.139 2.549
H 3.058 2.166 -0.353
H 2.228 3.688 0.055
H 1.883 2.218 0.989
H 4.911 1.583 0.875
H 5.468 2.744 2.109
H 3.528 1.872 3.578
H 4.939 0.802 3.331
H 2.281 0.434 2.124
H 3.134 -2.958 1.412
H 2.071 -0.377 0.208
H 3.000 -1.666 -0.561
H 1.047 -3.125 -0.591
H 0.507 -1.528 -1.161
H -2.517 1.557 -0.094
H -0.776 1.707 -0.458
H -2.249 2.367 -2.404
H -1.221 0.976 -2.808
H -3.946 -1.561 -2.259
H -2.246 -1.383 -2.730
H -3.462 -0.690 -0.001
H -2.380 -2.065 -0.332
H -5.291 0.800 -4.944
H -4.529 2.293 -4.315
H -6.101 1.939 -2.496
H -6.065 0.164 -2.733
H 0.485 -3.820 1.607
H -0.568 -2.772 2.592
H 1.844 -2.740 3.393
H 1.188 -1.167 2.930
*
```

Calculated values
F_max in eV/Å: 1.1
Orbital gap in Ha: 0.3552
LUMO in eV: 0.59
Relative energy (zero: lowest compared OMol25 entry of this formula, charge and spin) in kcal/mol: 1.09
HOMO in eV: -9.08
Structure (SMILES): COCCNC(=O)C1CCN(S(=O)(=O)N2CCC3(CC2)OCCO3)CC1


3.
Molecular formula: C47H121N7O17
Method: DFT, ωB97M-V with the def2-TZVPD basis set

Geometry as ORCA input:
```
! RIJCOSX wB97M-V def2-TZVPD def2/J DEFGRID3
* xyz 0 1
C -1.652 2.519 6.730
O -2.860 2.351 6.009
C -3.337 1.018 5.681
C -4.520 1.202 4.702
N -4.209 2.073 3.581
C -3.175 1.561 2.622
C -2.983 2.668 1.593
O -2.214 3.608 2.333
C -2.072 4.827 1.679
H -0.778 2.040 6.290
H -1.718 2.105 7.736
H -1.398 3.576 6.813
H -3.674 0.478 6.566
H -2.545 0.410 5.245
H -5.313 1.594 5.338
H -4.818 0.238 4.291
H -3.707 2.843 3.999
H -3.524 0.618 2.199
H -2.225 1.410 3.134
H -3.913 3.119 1.247
H -2.419 2.310 0.732
H -2.984 5.420 1.614
H -1.807 4.720 0.627
H -1.344 5.349 2.299
C 8.113 4.190 -5.211
O 7.884 2.994 -4.389
C 8.642 1.861 -4.816
C 8.363 0.619 -3.945
N 7.035 0.050 -4.231
C 6.818 -1.193 -3.505
C 5.437 -1.801 -3.610
O 4.347 -0.983 -3.303
C 3.131 -1.516 -3.734
H 7.581 4.973 -4.671
H 7.718 4.071 -6.220
H 9.157 4.501 -5.179
H 9.684 2.140 -4.656
H 8.488 1.622 -5.868
H 8.466 0.864 -2.888
H 9.145 -0.111 -4.152
H 6.360 0.714 -3.881
H 7.190 -1.067 -2.488
H 7.476 -1.984 -3.865
H 5.436 -2.760 -3.092
H 5.339 -2.183 -4.626
H 3.061 -1.569 -4.820
H 2.235 -1.051 -3.321
H 2.957 -2.542 -3.409
C -4.989 -1.715 -8.835
O -3.798 -1.561 -8.067
C -3.982 -1.254 -6.691
C -2.737 -0.928 -5.874
N -2.111 -2.218 -5.375
C -0.961 -1.906 -4.590
C -0.322 -3.152 -4.012
O 0.500 -3.818 -4.992
C 0.954 -5.055 -4.625
H -5.433 -0.721 -8.881
H -5.765 -2.339 -8.391
H -4.791 -2.113 -9.831
H -4.633 -1.985 -6.211
H -4.603 -0.365 -6.580
H -3.126 -0.373 -5.020
H -2.001 -0.418 -6.494
H -1.764 -2.780 -6.140
H -1.205 -1.255 -3.751
H -0.203 -1.317 -5.106
H -1.172 -3.705 -3.612
H 0.362 -2.863 -3.214
H 0.236 -5.669 -4.081
H 1.966 -4.956 -4.234
H 1.105 -5.611 -5.550
C 2.968 -4.207 -1.178
O 3.499 -4.136 0.118
C 2.514 -4.299 1.155
C 3.172 -4.103 2.568
N 3.048 -2.735 3.012
C 3.550 -1.765 2.072
C 4.066 -0.385 2.560
O 5.034 -0.575 3.552
C 5.386 0.631 4.232
H 3.826 -4.112 -1.843
H 2.359 -3.319 -1.351
H 2.403 -5.121 -1.360
H 2.156 -5.313 0.980
H 1.660 -3.655 0.946
H 4.185 -4.499 2.647
H 2.562 -4.723 3.225
H 3.691 -2.568 3.773
H 2.919 -1.577 1.204
H 4.408 -2.177 1.541
H 3.205 0.162 2.944
H 4.470 0.124 1.685
H 4.523 1.080 4.725
H 5.743 1.463 3.624
H 6.164 0.499 4.984
C -4.593 -9.038 3.564
O -3.266 -8.568 3.433
C -2.799 -8.097 4.698
C -1.729 -7.005 4.388
N -2.230 -6.153 3.316
C -1.172 -5.224 2.938
C -1.632 -4.503 1.702
O -1.772 -5.434 0.589
C -1.669 -4.789 -0.691
H -5.232 -8.167 3.708
H -4.661 -9.791 4.349
H -4.887 -9.524 2.634
H -2.342 -8.928 5.236
H -3.518 -7.654 5.387
H -0.841 -7.557 4.081
H -1.492 -6.402 5.264
H -3.079 -5.733 3.667
H -0.244 -5.752 2.717
H -1.011 -4.454 3.692
H -0.941 -3.704 1.432
H -2.533 -3.928 1.915
H -2.628 -4.284 -0.798
H -1.605 -5.502 -1.512
H -0.850 -4.074 -0.768
C 7.365 5.125 -1.731
O 6.280 5.609 -0.944
C 5.587 4.599 -0.257
C 4.590 5.335 0.639
N 3.504 4.407 1.041
C 2.448 5.063 1.867
C 1.334 4.077 2.310
O 1.859 3.081 3.137
C 0.841 2.354 3.774
H 8.243 4.850 -1.147
H 7.593 5.993 -2.349
H 7.117 4.261 -2.348
H 6.227 3.928 0.316
H 5.111 3.985 -1.021
H 4.149 6.145 0.057
H 5.146 5.800 1.453
H 3.783 3.491 1.362
H 1.834 5.755 1.291
H 2.803 5.582 2.757
H 0.800 3.635 1.469
H 0.618 4.575 2.964
H 0.165 1.897 3.050
H 0.331 2.999 4.490
H 1.271 1.473 4.251
C -4.955 -0.644 -0.679
O -5.654 0.039 0.389
C -6.743 0.890 -0.130
C -7.552 1.505 1.050
N -6.803 2.607 1.653
C -7.601 3.248 2.676
C -6.826 4.403 3.284
O -7.532 4.941 4.346
C -6.800 6.092 4.932
H -4.349 0.066 -1.241
H -5.569 -1.294 -1.302
H -4.244 -1.316 -0.198
H -7.458 0.227 -0.618
H -6.416 1.609 -0.882
H -7.743 0.758 1.820
H -8.486 1.854 0.610
H -5.974 2.206 2.067
H -7.835 2.501 3.434
H -8.581 3.552 2.309
H -6.804 5.156 2.497
H -5.820 4.086 3.560
H -7.342 6.566 5.751
H -6.523 6.816 4.166
H -5.898 5.675 5.381
C 0.747 0.789 0.187
C 0.373 -0.254 -0.885
C -0.982 -0.995 -0.615
O 0.099 0.391 -2.045
H 1.031 0.306 1.122
H -0.037 1.487 0.479
H 1.580 1.420 -0.120
H 1.154 -1.006 -0.996
H -1.396 -1.511 -1.481
H -1.840 -0.385 -0.335
H -0.850 -1.759 0.152
H 0.911 0.859 -2.254
C 1.603 3.623 -2.101
O 1.780 2.409 -2.828
H 2.528 4.185 -1.968
H 0.867 4.265 -2.584
H 1.208 3.448 -1.100
H 2.130 2.641 -3.691
C -2.347 2.715 -2.302
O -2.568 1.327 -2.540
H -1.864 2.897 -1.342
H -1.761 3.265 -3.038
H -3.318 3.201 -2.212
H -1.721 0.877 -2.587
*
```

Calculated values
F_max in eV/Å: 3.4
Orbital gap in Ha: 0.3256
LUMO in eV: 0.46
Relative energy (zero: lowest compared OMol25 entry of this formula, charge and spin) in kcal/mol: 62.50
HOMO in eV: -8.40
Structure (SMILES): COCCNCCOC.COCCNCCOC.COCCNCCOC.COCCNCCOC.COCCNCCOC.COCCNCCOC.COCCNCCOC.CC(C)O.CO.CO


4.
Molecular formula: C33H108N2O24P
Method: DFT, ωB97M-V with the def2-TZVPD basis set

Geometry as ORCA input:
```
! RIJCOSX wB97M-V def2-TZVPD def2/J DEFGRID3
* xyz 1 1
C -4.245 0.503 3.457
C -3.225 1.629 3.705
P -1.468 1.098 3.840
C -0.598 2.595 4.471
N -0.777 0.724 2.156
C -1.315 -0.546 1.560
C -1.539 -1.752 2.477
C -0.273 -2.326 3.167
C -0.380 -2.284 4.703
O 0.919 -2.223 5.321
C 1.152 -0.965 5.756
O 2.247 -0.560 5.784
C -1.219 1.865 1.279
C -0.533 1.864 -0.107
C -1.370 2.659 -1.070
O -1.804 2.233 -2.047
O -1.559 3.990 -0.704
C 0.735 0.810 2.310
N 1.491 0.038 1.363
C 2.467 0.822 0.554
H -5.155 0.961 3.081
H -3.945 -0.225 2.712
H -4.486 0.032 4.404
H -3.333 2.431 2.975
H -3.457 2.083 4.667
H -0.898 3.461 3.878
H -0.948 2.751 5.494
H 0.479 2.490 4.435
H -0.746 -0.895 0.710
H -2.294 -0.288 1.168
H -2.304 -1.614 3.238
H -1.915 -2.531 1.822
H 0.661 -1.904 2.811
H -0.227 -3.385 2.936
H -1.042 -1.493 5.039
H -0.848 -3.217 5.005
H 0.354 -0.307 6.100
H -2.297 1.868 1.133
H -0.967 2.805 1.760
H -0.309 0.874 -0.479
H 0.387 2.435 0.009
H -2.412 4.019 -0.247
H 0.993 1.864 2.308
H 0.969 0.470 3.320
H 2.059 -0.587 1.918
H 2.616 1.845 0.899
H 3.438 0.342 0.591
H 2.165 0.809 -0.489
C -2.065 5.193 7.458
O -1.899 3.839 7.014
H -2.542 5.762 6.663
H -2.694 5.221 8.348
H -1.088 5.627 7.682
H -1.477 3.356 7.734
C -2.701 5.951 11.653
O -3.646 5.963 10.584
H -1.743 5.628 11.253
H -2.591 6.951 12.077
H -3.016 5.255 12.434
H -4.490 6.252 10.948
C -2.566 -4.350 -1.182
O -2.058 -3.212 -0.476
H -3.423 -4.732 -0.635
H -2.879 -4.064 -2.188
H -1.800 -5.125 -1.239
H -1.300 -2.883 -0.971
C 5.173 -3.175 6.816
O 3.776 -3.410 6.931
H 5.685 -3.833 7.513
H 5.516 -3.391 5.801
H 5.408 -2.136 7.065
H 3.316 -2.821 6.324
C -4.148 -5.794 2.579
O -2.947 -6.126 1.885
H -4.627 -6.718 2.887
H -3.924 -5.193 3.464
H -4.825 -5.240 1.923
H -2.532 -5.299 1.615
C 0.027 -8.529 0.786
O -0.745 -8.501 1.985
H 0.534 -9.486 0.735
H -0.624 -8.422 -0.085
H 0.773 -7.729 0.794
H -1.195 -7.650 2.029
C 1.173 6.100 5.763
O 0.232 6.111 4.690
H 2.136 5.774 5.381
H 1.273 7.105 6.179
H 0.841 5.404 6.540
H -0.612 6.402 5.053
C 3.151 -9.104 -1.708
O 1.740 -9.305 -1.673
H 3.599 -9.720 -0.934
H 3.555 -9.399 -2.679
H 3.393 -8.055 -1.515
H 1.354 -8.755 -2.362
C 4.410 5.903 3.255
O 3.472 5.905 2.181
H 5.371 5.575 2.866
H 4.513 6.908 3.670
H 4.085 5.217 4.039
H 2.625 6.198 2.534
C 2.413 4.449 -1.554
O 1.340 4.286 -0.624
H 3.339 4.533 -0.994
H 2.468 3.579 -2.211
H 2.266 5.354 -2.146
H 0.524 4.211 -1.128
C -1.248 0.592 -5.684
O -1.819 0.478 -4.377
H -1.096 -0.405 -6.082
H -1.922 1.140 -6.345
H -0.285 1.106 -5.634
H -1.947 1.371 -4.039
C 5.325 7.441 6.696
O 4.412 6.377 6.413
H 4.952 8.342 6.216
H 5.392 7.610 7.773
H 6.315 7.206 6.301
H 4.756 5.587 6.844
C -0.835 -1.416 -9.051
O -0.313 -0.234 -8.435
H -1.724 -1.723 -8.506
H -1.103 -1.217 -10.090
H -0.093 -2.218 -9.008
H 0.472 0.027 -8.926
C 0.917 -12.181 1.762
O 0.142 -12.130 2.953
H 1.419 -13.144 1.720
H 0.268 -12.074 0.888
H 1.667 -11.384 1.769
H -0.296 -11.271 2.977
C 4.935 1.575 -3.507
O 3.851 1.417 -2.591
H 5.854 1.656 -2.932
H 5.003 0.711 -4.170
H 4.804 2.483 -4.100
H 3.045 1.346 -3.113
C -4.485 -3.077 -6.972
O -3.214 -3.685 -7.183
H -5.110 -3.296 -7.834
H -4.959 -3.481 -6.074
H -4.380 -1.993 -6.873
H -2.669 -3.483 -6.414
C -0.852 -1.394 -13.436
O -1.891 -1.537 -12.462
H 0.091 -1.260 -12.912
H -0.792 -2.294 -14.055
H -1.037 -0.526 -14.063
H -2.719 -1.654 -12.939
C -0.712 1.533 -16.403
O -0.010 1.117 -15.231
H -1.415 0.749 -16.673
H -1.262 2.456 -16.205
H -0.010 1.690 -17.227
H 0.608 1.819 -15.001
C 3.159 7.036 10.178
O 2.175 6.400 9.368
H 2.777 7.094 11.194
H 4.087 6.458 10.179
H 3.359 8.047 9.814
H 2.527 6.356 8.471
C -3.042 -1.182 -18.191
O -3.447 -0.735 -16.899
H -3.116 -0.341 -18.876
H -2.007 -1.534 -18.167
H -3.693 -1.986 -18.539
H -3.377 -1.487 -16.301
*
```

Calculated values
F_max in eV/Å: 4.1
Orbital gap in Ha: 0.3229
LUMO in eV: -2.10
Relative energy (zero: lowest compared OMol25 entry of this formula, charge and spin) in kcal/mol: 0.00
HOMO in eV: -10.89